(1)
{
  "formula": "C18H21NO4",
  "method": "ωB97M-V/def2-TZVPD",
  "gap_ev": 8.36,
  "total_energy_ev": -28686.67309,
  "e_above_lowest_kcal_mol": 31.8,
  "smiles": "COc1ccc(OC)c(NC(=O)CCOc2cccc(C)c2)c1",
  "lumo_ev": 0.7,
  "elements": ["C", "H", "O", "C", "C", "C", "C", "C", "C", "H", "H", "O", "C", "H", "H", "H", "N", "C", "O", "C", "C", "O", "C", "C", "C", "C", "C", "C", "H", "H", "H", "C", "H", "H", "H", "H", "H", "H", "H", "H", "H", "H", "H", "H"],
  "xyz": [[-6.0350, -1.4982, -0.1574], [-7.1166, -1.6209, -0.1905], [-5.8120, -0.1085, -0.1122], [-4.5244, 0.3360, -0.0719], [-3.4079, -0.4932, -0.0669], [-2.1345, 0.0538, -0.0262], [-1.9614, 1.4486, 0.0054], [-3.0803, 2.2644, 0.0061], [-4.3497, 1.7154, -0.0319], [-5.2207, 2.3501, -0.0330], [-2.9800, 3.3375, 0.0346], [-0.6564, 1.8882, 0.0294], [-0.4240, 3.2737, 0.0260], [-0.8244, 3.7513, 0.9264], [-0.8546, 3.7510, -0.8601], [0.6589, 3.3884, 0.0053], [-0.9727, -0.7213, -0.0195], [-0.8411, -2.0666, -0.0991], [-1.7540, -2.8586, -0.2074], [0.6167, -2.5157, -0.0487], [1.2795, -2.1553, 1.2889], [1.5112, -0.7728, 1.4380], [2.5636, -0.1806, 0.7929], [3.5058, -0.8362, 0.0144], [4.5416, -0.1275, -0.5874], [4.6221, 1.2439, -0.4083], [3.6815, 1.9018, 0.3689], [2.6577, 1.2007, 0.9681], [1.9171, 1.6893, 1.5804], [3.7521, 2.9707, 0.5076], [5.4209, 1.8007, -0.8750], [5.5553, -0.8650, -1.4094], [6.1708, -1.4964, -0.7687], [6.2069, -0.1727, -1.9359], [5.0657, -1.5085, -2.1386], [3.4621, -1.9041, -0.1378], [0.6091, -2.4161, 2.1129], [2.2114, -2.7200, 1.4140], [0.6367, -3.5979, -0.1789], [1.1640, -2.0478, -0.8700], [-0.1355, -0.1708, 0.1298], [-3.4956, -1.5649, -0.0963], [-5.6397, -1.9977, 0.7324], [-5.5903, -1.9479, -1.0503]],
  "mulliken_charge": [-0.7848, 0.2312, -0.4797, 0.5920, 0.0843, -0.7377, 0.4345, -0.2882, -1.0175, 0.4331, 0.4000, -0.3395, -1.0118, 0.4014, 0.4281, 0.1888, 0.0635, 0.5333, -0.6812, -0.6823, -0.7124, -0.5083, 0.8228, -0.3680, 0.3420, -0.7002, -0.7501, -0.4488, 0.6773, 0.4065, 0.3375, -1.4760, 0.3257, 0.3711, 0.3419, 0.4086, 0.4325, 0.3635, 0.4287, 0.3884, 0.1102, 0.8062, 0.3148, 0.3185]
}

(2)
{
  "formula": "C20H23N5O6S",
  "method": "ωB97M-V/def2-TZVPD",
  "gap_ev": 9.35,
  "total_energy_ev": -51686.78091,
  "e_above_lowest_kcal_mol": 0.0,
  "smiles": "CC1(C)S[C@@H]2[C@H](NC(=O)[C@H](NC(=O)N3CCNC3=O)c3ccccc3)C(=O)N2[C@H]1C(=O)O",
  "lumo_ev": 0.3,
  "elements": ["C", "C", "C", "H", "H", "H", "C", "N", "C", "O", "C", "N", "C", "O", "C", "N", "C", "O", "N", "C", "O", "N", "H", "C", "H", "C", "H", "H", "H", "H", "C", "C", "C", "C", "C", "C", "H", "H", "H", "H", "H", "H", "H", "H", "C", "H", "S", "C", "O", "O", "H", "H", "H", "H", "H"],
  "xyz": [[3.0106, 4.0237, 0.1221], [2.7092, 2.5388, 0.2495], [3.2057, 1.9801, 1.5703], [2.9189, 0.9361, 1.6819], [4.2909, 2.0567, 1.5994], [2.7888, 2.5479, 2.3987], [3.2346, 1.7224, -0.9386], [2.2994, 1.9328, -2.0254], [1.8302, 0.9460, -2.8676], [2.4468, 0.2665, -3.6426], [0.3549, 1.3333, -2.6129], [-0.3935, 0.3028, -1.9632], [0.2569, -0.6243, -1.2333], [1.4706, -0.6704, -1.1933], [-0.6472, -1.6263, -0.5164], [-1.8993, -1.0209, -0.1031], [-3.0725, -1.4384, -0.6283], [-3.1849, -2.0834, -1.6483], [-4.2035, -1.0174, 0.0745], [-4.2542, -0.4553, 1.3399], [-3.3086, -0.0708, 1.9931], [-5.5554, -0.3955, 1.6987], [-5.8359, -0.1052, 2.6188], [-6.4524, -1.0365, 0.7671], [-6.8848, -1.9458, 1.1999], [-5.5296, -1.3511, -0.4203], [-5.7592, -0.7386, -1.2973], [-5.5594, -2.4002, -0.7229], [-7.2660, -0.3625, 0.4866], [-1.9292, -0.5653, 0.8073], [0.0693, -2.2212, 0.6702], [0.5091, -1.3858, 1.6898], [1.1506, -1.9182, 2.7931], [1.3541, -3.2850, 2.8878], [0.9172, -4.1194, 1.8732], [0.2764, -3.5889, 0.7666], [-0.0627, -4.2389, -0.0270], [1.0761, -5.1856, 1.9411], [1.8549, -3.6997, 3.7499], [1.4923, -1.2647, 3.5823], [0.3531, -0.3187, 1.6152], [-0.8940, -2.4071, -1.2505], [-1.4010, 0.3397, -1.9503], [-0.1913, 1.7210, -3.4731], [0.9769, 2.4132, -1.6735], [0.7868, 3.4436, -1.9859], [0.8536, 2.2880, 0.1340], [4.6758, 1.9775, -1.4066], [5.4989, 2.5598, -0.7606], [4.9451, 1.4408, -2.5878], [4.2010, 0.9509, -3.0007], [3.2011, 0.6532, -0.6630], [2.7070, 4.4076, -0.8491], [2.4866, 4.5775, 0.8974], [4.0811, 4.1810, 0.2330]],
  "mulliken_charge": [-1.7000, 1.4440, -1.6640, 0.4057, 0.3677, 0.4306, 0.2424, -0.2287, 0.3432, -0.7156, -0.2613, 0.1340, -0.4001, -0.6910, 0.1369, -0.2281, 0.5394, -0.6707, 0.1380, 0.3919, -0.7087, -0.1717, 0.2284, -0.5018, 0.2776, -0.5020, 0.2647, 0.3179, 0.2985, 0.4506, 0.3732, 0.1179, -0.8687, -0.4817, -0.6832, -0.5544, 0.3994, 0.4035, 0.3978, 0.4101, 0.3640, 0.6392, 0.1737, 0.5967, -0.3069, 0.4102, -0.3059, 0.3526, -0.5625, -0.5163, 0.4049, 0.0955, 0.3527, 0.4075, 0.4129]
}

(3)
{
  "formula": "C29H82F3N14O15",
  "method": "ωB97M-V/def2-TZVPD",
  "gap_ev": 8.60,
  "total_energy_ev": -91135.12965,
  "lumo_ev": 1.5,
  "total_charge": -1,
  "elements": ["C", "O", "O", "C", "F", "F", "F", "C", "C", "H", "H", "H", "H", "H", "H", "C", "O", "N", "N", "H", "H", "H", "H", "C", "O", "N", "N", "H", "H", "H", "H", "C", "O", "N", "N", "H", "H", "H", "H", "C", "O", "N", "N", "H", "H", "H", "H", "C", "O", "N", "N", "H", "H", "H", "H", "C", "O", "N", "N", "H", "H", "H", "H", "C", "O", "N", "N", "H", "H", "H", "H", "C", "C", "C", "O", "H", "H", "H", "H", "H", "H", "H", "H", "C", "C", "C", "O", "H", "H", "H", "H", "H", "H", "H", "H", "C", "C", "C", "O", "H", "H", "H", "H", "H", "H", "H", "H", "C", "C", "C", "O", "H", "H", "H", "H", "H", "H", "H", "H", "C", "C", "C", "O", "H", "H", "H", "H", "H", "H", "H", "H", "C", "C", "C", "O", "H", "H", "H", "H", "H", "H", "H", "H"],
  "xyz": [[0.9733, 0.6077, -1.3292], [0.5722, 0.6037, 0.0389], [2.2966, 1.0492, -1.3310], [0.3958, -0.6693, -2.0422], [1.3011, -1.1816, -2.9172], [0.0958, -1.6538, -1.2248], [-0.6699, -0.3506, -2.7548], [-0.7867, 1.0031, 0.3192], [-1.0265, 0.6412, 1.8190], [-1.0983, -0.4397, 1.9390], [-0.3158, 1.0980, 2.5078], [-2.0067, 0.9858, 2.1485], [-1.6394, 0.6143, -0.2373], [-0.8190, 2.0887, 0.2260], [0.5394, 1.4567, -1.8573], [1.4834, 3.8209, 1.2943], [1.3736, 4.6728, 2.1760], [1.8378, 2.5705, 1.4669], [1.3244, 3.9971, 0.0790], [1.9876, 1.8484, 0.7768], [1.8936, 2.3499, 2.4509], [1.4779, 3.2115, -0.5370], [1.2647, 4.9615, -0.2150], [2.9754, -1.3390, 2.0397], [3.7314, -1.8063, 2.9193], [1.8603, -0.7342, 2.2420], [3.2546, -1.3902, 0.7929], [1.4811, -0.7401, 3.1781], [1.3026, -0.3485, 1.4935], [4.1609, -1.7189, 0.4915], [2.6742, -0.8670, 0.1531], [-2.8605, 5.2397, -1.2547], [-3.4198, 5.4715, -2.3234], [-2.0989, 4.2221, -0.9483], [-3.0199, 5.9393, -0.1404], [-1.8356, 3.5900, -1.6908], [-1.7115, 4.1996, -0.0158], [-3.4104, 6.8671, -0.0585], [-2.6004, 5.5222, 0.6782], [3.6397, 2.7836, -4.3247], [4.1687, 3.3056, -5.2826], [2.5280, 3.1069, -3.6815], [4.1388, 1.7166, -3.7207], [2.4039, 2.4963, -2.8866], [1.9103, 3.8904, -3.8385], [4.8348, 1.2047, -4.2439], [3.5480, 1.2777, -3.0290], [-3.1754, 1.8540, -2.7869], [-2.0770, 2.1048, -3.1418], [-3.4406, 0.6518, -2.3344], [-4.1801, 2.6421, -2.8274], [-2.6192, 0.0945, -2.1480], [-4.4139, 0.3855, -2.2909], [-4.0263, 3.5740, -3.1851], [-4.8491, 2.3459, -2.1311], [5.3621, 2.3531, 0.7140], [6.2320, 2.6253, 1.4916], [5.0024, 1.1137, 0.4343], [4.5394, 3.0624, 0.0105], [5.4265, 0.3874, 0.9935], [4.2993, 0.9601, -0.2743], [4.5636, 4.0588, 0.1741], [3.7815, 2.5323, -0.3954], [-1.0210, 2.3612, -6.4940], [-0.7412, 2.4698, -7.6651], [-0.3222, 1.6874, -5.6194], [-2.1017, 2.8811, -5.9448], [0.4054, 1.1915, -6.1143], [-0.6864, 1.4269, -4.7141], [-2.5849, 3.5711, -6.5021], [-2.2360, 2.8888, -4.9438], [4.8662, -2.2048, -3.0625], [5.5867, -3.5464, -2.7237], [5.9315, -4.4548, -3.8896], [6.7977, -3.2038, -2.0700], [4.8108, -1.5981, -2.1586], [3.8143, -2.3653, -3.2985], [5.4407, -1.6066, -3.7697], [4.9987, -4.1664, -2.0469], [6.4968, -5.3466, -3.6188], [6.6056, -3.9471, -4.5795], [5.0135, -4.7633, -4.3897], [6.6135, -2.9460, -1.1638], [1.8401, -6.3435, -4.3753], [1.1069, -5.9518, -3.0727], [1.6347, -4.6050, -2.5462], [-0.2999, -5.8331, -3.3100], [1.4229, -7.3106, -4.6561], [2.9187, -6.4323, -4.2456], [1.7841, -5.6650, -5.2265], [1.1459, -6.7563, -2.3383], [1.4169, -3.7230, -3.1484], [2.7123, -4.5240, -2.4037], [1.1313, -4.4181, -1.5977], [-0.4918, -5.1563, -3.9632], [-4.0515, -1.8846, 1.1658], [-5.1827, -2.9040, 1.0385], [-4.6185, -4.3091, 0.9548], [-5.8170, -2.7763, 2.2739], [-3.4694, -1.9647, 2.0839], [-4.4578, -0.8801, 1.0479], [-3.3785, -2.1719, 0.3579], [-5.8668, -2.5919, 0.2493], [-4.0971, -4.4886, 0.0145], [-5.2998, -5.1022, 1.2631], [-3.8243, -4.3655, 1.6992], [-6.7542, -2.8654, 2.0859], [-1.8114, 4.6224, 4.4021], [-2.3748, 4.0765, 3.1162], [-3.8919, 4.3857, 3.1244], [-1.7211, 4.5847, 1.9733], [-2.0792, 5.6789, 4.3862], [-0.7445, 4.4405, 4.5312], [-2.2584, 4.1101, 5.2540], [-2.0990, 3.0236, 3.0569], [-4.2618, 5.3966, 3.2959], [-4.4116, 3.6894, 3.7826], [-4.2949, 4.0538, 2.1675], [-0.8199, 4.7942, 2.2290], [-0.4903, -4.0779, 0.8785], [-0.3240, -4.8360, 2.2539], [0.1181, -3.9851, 3.4062], [-1.5527, -5.4598, 2.6400], [0.4092, -3.5582, 0.5486], [-1.2168, -3.2740, 0.9971], [-0.8372, -4.6523, 0.0196], [0.4142, -5.6160, 2.0672], [0.9543, -3.4161, 3.0000], [0.3167, -4.6396, 4.2549], [-0.7090, -3.3591, 3.7411], [-1.8086, -6.1440, 2.0172], [-1.7159, 0.6426, 5.7428], [-2.6447, 1.1274, 6.8861], [-3.2148, 0.0149, 7.7669], [-1.9090, 2.1389, 7.5775], [-1.0301, -0.1371, 6.0741], [-1.1543, 1.4733, 5.3154], [-2.3015, 0.2576, 4.9080], [-3.4643, 1.6925, 6.4424], [-3.5451, -0.7832, 7.1020], [-4.1139, 0.2584, 8.3329], [-2.5465, -0.4309, 8.5036], [-2.5939, 2.6817, 7.9748]],
  "mulliken_charge": [-0.3175, 1.5893, -0.4291, -0.9611, -0.3364, -0.0167, -0.1423, 2.5134, -2.2075, 0.3555, 0.2293, 0.5006, -0.3966, -1.2269, 0.6772, 0.3290, -0.8232, 0.5243, 0.1823, -0.8054, 0.1563, 0.0612, 0.2386, 0.5342, -0.8409, 0.2330, 0.1140, 0.1181, -0.3775, -0.0538, -0.3137, 0.6477, -0.7812, 0.1199, -0.2659, -0.1543, 0.1632, 0.2182, 0.2469, 0.4384, -0.7330, -0.0669, -0.3161, -0.0827, 0.1924, 0.1597, 0.3833, 0.7446, -0.5442, -0.3654, -0.3516, 0.0113, 0.1440, 0.2418, 0.1691, 0.6166, -0.7362, -0.1090, -0.1130, 0.1633, 0.0037, 0.2306, -0.0888, 0.3781, -0.7332, -0.1856, -0.3544, 0.1772, 0.2335, 0.1952, 0.3133, -0.4537, 0.4524, -1.4489, -0.6115, -0.0434, 0.1409, 0.3695, 0.2405, 0.3625, 0.3846, 0.2476, 0.3260, -1.4096, 0.3777, 0.0851, -0.5768, 0.3751, 0.3256, 0.3429, 0.3138, 0.1894, -0.1586, -0.1844, 0.3414, -0.8839, 0.1528, -1.1374, -0.5501, 0.2744, 0.4485, 0.0858, 0.4012, 0.3479, 0.3477, 0.2076, 0.3315, -1.5643, 1.8331, -1.5615, -0.5051, 0.4850, 0.4066, 0.3356, -0.8160, 0.3288, 0.3956, 0.4168, 0.0217, -0.4542, 0.2075, -1.1702, -0.5929, 0.0281, -0.1002, 0.5519, 0.2244, 0.2597, 0.3574, 0.2543, 0.3405, -1.1319, 0.5757, -1.4427, -0.5839, 0.4742, 0.2208, 0.3004, 0.1724, 0.3289, 0.3892, 0.3338, 0.3485]
}

(4)
{
  "formula": "CH2N3O3",
  "method": "ωB97M-V/def2-TZVPD",
  "gap_ev": [6.36, 7.74],
  "multiplicity": 3,
  "total_energy_ev": -11677.45655,
  "e_above_lowest_kcal_mol": 19.1,
  "lumo_ev": [4.4, 3.1],
  "total_charge": -1,
  "elements": ["C", "N", "N", "N", "O", "O", "O", "H", "H"],
  "xyz": [[-0.5129, -0.2841, -1.5516], [-0.1331, -0.9585, 1.0198], [0.0814, 0.0635, 1.6473], [0.7981, -0.2789, -0.6443], [-0.6101, -1.2835, -2.1824], [-1.1220, 0.7728, -1.4972], [1.1410, 0.8893, -0.2730], [-0.3615, 0.1046, 2.5341], [0.7191, 0.9748, 0.9474]],
  "mulliken_charge": [0.6585, -0.4574, -0.1143, -0.0169, -0.6020, -0.6159, -0.3700, 0.1763, 0.3416]
}

(5)
{
  "formula": "C5H8N2O2",
  "method": "ωB97M-V/def2-TZVPD",
  "gap_ev": 9.68,
  "total_energy_ev": -12383.55924,
  "e_above_lowest_kcal_mol": 170.1,
  "smiles": "CC=C=[N+]([O-])O.CC#N",
  "lumo_ev": 0.7,
  "elements": ["C", "C", "C", "C", "C", "N", "N", "O", "O", "H", "H", "H", "H", "H", "H", "H", "H"],
  "xyz": [[-0.1366, -0.7065, -1.6867], [1.8982, -0.3189, 1.5307], [-0.5557, 0.1824, -0.8138], [-1.1447, -1.2293, -2.6381], [1.5517, 0.1025, 2.8387], [2.0617, -0.5963, 0.4479], [-0.9681, 0.9870, -0.0098], [-1.0962, 2.3216, -0.4804], [-1.4909, 0.7946, 1.0995], [0.9127, -1.1122, -1.7552], [-1.4462, 2.7895, 0.4033], [-1.9174, -1.9013, -2.0088], [-0.6944, -1.9148, -3.4185], [-1.6199, -0.3395, -3.0938], [2.5414, 0.4449, 3.3065], [0.9242, 1.0892, 2.7188], [1.1801, -0.5928, 3.5597]],
  "mulliken_charge": [-0.3335, 0.4028, 0.1526, -0.9310, -0.8140, -0.3941, 0.7667, -0.4604, -0.7333, 0.3689, 0.3622, 0.2363, 0.2895, 0.2943, 0.2822, 0.2080, 0.3027]
}

(6)
{
  "formula": "ClO2V",
  "method": "ωB97M-V/def2-TZVPD",
  "gap_ev": 7.88,
  "total_energy_ev": -42304.31303,
  "e_above_lowest_kcal_mol": 6.0,
  "lumo_ev": -3.0,
  "elements": ["O", "V", "O", "Cl"],
  "xyz": [[0.0816, -0.6016, -1.4055], [0.3394, -0.0100, 0.0256], [1.0895, 1.4019, -0.2639], [-1.5105, -0.7904, 1.6438]],
  "mulliken_charge": [-0.5100, 1.5005, -0.5965, -0.3940]
}

Let's list strongest force on any atom in order: 0.6; 0.8; 8.7; 4.4; 4.9; 3.4 eV/Å.